19
Properties=species:S:1:pos:R:3:forces:R:3:lowdin_charge:R:1 method="wB97M-V/def2-TZVPD" homo_energy_ev=-7.3252 homo_lumo_gap_ev=4.24 max_force_ha_per_bohr=0.088 e_above_lowest_kcal_mol=143.7 total_charge=0
C 3.1580 -1.4891 0.8596 -0.7 2.4 0.9 -0.053
C 1.8027 -0.7889 0.6751 -1.3 -0.3 -1.5 0.005
C 1.5911 0.4340 0.0307 2.4 -0.7 0.3 -0.082
C 0.5255 1.1715 -0.4999 -2.1 -1.6 3.6 0.021
C -0.8094 0.6380 -0.5311 1.5 -1.9 -2.5 -0.117
H 3.4762 -1.9971 -0.0395 -0.1 0.0 -0.4 0.089
H 3.1420 -2.1871 1.6849 -0.2 -0.2 0.1 0.073
H 3.8806 -0.6806 1.1121 -0.1 -0.7 -0.3 0.094
H 0.9127 -1.3722 0.9756 0.4 0.3 -0.2 0.130
H 2.4973 0.9878 -0.0679 1.0 0.3 -0.1 0.094
H 0.6379 2.2339 -0.4887 0.5 0.7 -1.0 0.126
H -1.2648 1.0000 -1.4736 -0.6 0.2 0.7 0.122
H -1.4832 0.8272 0.3219 -0.1 0.7 0.0 0.113
H -4.1743 1.6770 0.3463 -0.1 -0.1 0.1 0.001
H -0.7989 -0.4809 -0.6739 -0.2 1.0 0.4 0.093
O -3.2844 1.5661 0.0130 0.2 -0.4 -0.4 -0.215
H -3.2144 0.5538 -0.3751 -0.3 0.2 0.3 -0.029
H -3.7019 -1.2646 -1.1509 1.8 1.0 1.1 -0.025
O -2.8925 -0.8287 -0.7186 -1.9 -0.8 -1.1 -0.441